Record 1
Entry from the Open Molecules 2025 dataset: a structure of composition C2H6InO in a non-equilibrium geometry (ωB97M-V with the def2-TZVPD basis set).

XYZ file:
```
10
Properties=species:S:1:pos:R:3:forces:R:3:nbo_charge:R:1
In -2.529792 0.064408 -1.491466 -2.1 -1.1 -0.8 2.007
C 0.871404 -0.848219 0.088662 -2.0 2.5 -0.7 -0.607
C 0.037404 0.412689 0.454819 1.9 -4.4 0.0 -0.117
O -0.788354 0.704020 -0.614289 1.1 1.5 -1.6 -0.686
H 1.176042 -0.833459 -0.957795 -0.2 -0.2 -0.1 0.290
H 0.363941 -1.760453 0.402379 0.1 -1.1 0.3 0.344
H 1.765398 -0.849392 0.712262 0.8 -0.1 1.3 0.415
H 0.588772 1.232378 0.915471 0.0 1.6 0.0 0.408
H -0.665621 0.228438 1.267169 0.0 -0.5 1.8 0.358
H -0.819195 1.649591 -0.777211 0.3 1.7 -0.1 0.586
```
Forces are in eV/Å.

Total charge: +3
Highest occupied orbital energy (Eh): -0.97418
Gap between HOMO and LUMO (eV): 4.73
Energy above the lowest of the compared OMol25 structures with the same formula, charge and spin (kJ/mol): 91.47
Energy (Eh): -343.534774

=====

Record 2
Entry from the Open Molecules 2025 dataset: a structure of composition C2H6InO2 in a non-equilibrium geometry (ωB97M-V with the def2-TZVPD basis set).

XYZ file:
```
11
Properties=species:S:1:pos:R:3:forces:R:3:mulliken_spin:R:1
In -1.112384 -2.010661 2.404529 -0.3 -0.3 0.2 0.000
C -0.512594 0.677839 -0.364251 -0.8 0.3 1.9 0.031
C 0.879076 0.198279 -0.054451 -0.8 -0.5 -2.8 0.054
O 1.051366 -1.127081 -0.232161 -1.0 -1.8 0.4 0.541
O -1.556584 -0.213091 0.067129 2.0 0.4 -0.4 0.103
H -0.602194 0.985049 -1.406211 0.2 -0.5 -0.7 0.067
H -0.554384 1.645659 0.135449 -0.6 0.3 0.3 0.023
H 1.249776 0.387539 0.952949 0.4 0.8 0.9 0.132
H 1.607766 0.533389 -0.792571 0.3 1.9 0.2 0.063
H 1.952746 -1.249701 -0.538871 1.0 -0.9 0.0 -0.010
H -2.402594 0.172779 -0.171541 -0.5 0.2 -0.1 -0.004
```
Forces are in eV/Å.

Total charge: +2
Highest occupied orbital energy (spin up / spin down) (Eh): -0.74076 / -0.72798
Spin multiplicity: 2
Gap between HOMO and LUMO (spin up / spin down) (eV): 11.38 / 5.60
Energy above the lowest of the compared OMol25 structures with the same formula, charge and spin (kJ/mol): 31.02
Energy (Eh): -419.610408

=====

Record 3
Entry from the Open Molecules 2025 dataset: a structure of composition C2H6InO2 in a non-equilibrium geometry (ωB97M-V with the def2-TZVPD basis set).

XYZ file:
```
11
Properties=species:S:1:pos:R:3:forces:R:3:nbo_charge:R:1
In -1.112384 -2.010661 2.404529 -0.5 -0.4 0.6 1.353
C -0.512594 0.677839 -0.364251 -0.1 -2.1 4.6 -0.140
C 0.879076 0.198279 -0.054451 -2.2 -2.1 -4.3 -0.157
O 1.051366 -1.127081 -0.232161 -1.2 -0.7 0.8 -0.329
O -1.556584 -0.213091 0.067129 3.5 0.8 -1.5 -0.432
H -0.602194 0.985049 -1.406211 -0.1 0.3 -1.7 0.441
H -0.554384 1.645659 0.135449 -1.0 1.3 0.1 0.344
H 1.249776 0.387539 0.952949 0.9 1.3 1.7 0.420
H 1.607766 0.533389 -0.792571 0.8 2.1 0.0 0.372
H 1.952746 -1.249701 -0.538871 1.4 -1.1 -0.1 0.559
H -2.402594 0.172779 -0.171541 -1.5 0.6 0.0 0.569
```
Forces are in eV/Å.

Total charge: +3
Highest occupied orbital energy (Eh): -0.93179
Gap between HOMO and LUMO (eV): 4.34
Energy above the lowest of the compared OMol25 structures with the same formula, charge and spin (kJ/mol): 212.86
Energy (Eh): -418.829906

=====

Record 4
Entry from the Open Molecules 2025 dataset: the ion C2H6N with charge +1 in a non-equilibrium geometry (ωB97M-V with the def2-TZVPD basis set).

XYZ file:
```
9
Properties=species:S:1:pos:R:3:forces:R:3:nbo_charge:R:1
C 0.654679 -0.578493 -0.172893 3.3 3.1 -1.3 -0.171
C -0.534314 0.117016 -0.649243 1.3 2.9 -3.2 -0.228
N -0.071862 0.414063 0.669814 -4.2 -0.1 5.3 -0.557
H 0.470299 -1.521307 0.140330 -0.3 -2.9 1.1 0.238
H 1.750056 -0.348602 -0.520641 -2.4 -0.2 0.9 0.280
H -0.439899 1.038877 -1.341590 -0.1 -1.9 1.0 0.255
H -1.343074 -0.501271 -0.823576 -1.9 -0.7 0.2 0.250
H -0.836880 0.257098 1.597360 3.0 -0.6 -3.4 0.478
H 0.114912 1.377335 0.875038 1.4 0.6 -0.6 0.455
```
Forces are in eV/Å.

Total charge: +1
SMILES: C1C[NH2+]1
Highest occupied orbital energy (Eh): -0.67954
Gap between HOMO and LUMO (eV): 14.16
Energy above the lowest of the compared OMol25 structures with the same formula, charge and spin (kJ/mol): 163.40
Energy (Eh): -134.209341

=====

Record 5
Entry from the Open Molecules 2025 dataset: an isolated molecule of C2H6N2 in a non-equilibrium geometry (ωB97M-V with the def2-TZVPD basis set).

XYZ file:
```
10
Properties=species:S:1:pos:R:3:forces:R:3:nbo_charge:R:1
H -1.515538 1.302277 0.035792 1.1 0.3 0.0 0.311
N -0.465467 1.308862 -0.003340 -1.1 -0.2 0.4 -0.723
C -0.059841 0.096770 0.049761 -0.6 0.0 -1.4 0.435
C 1.393056 -0.179893 -0.023880 1.7 2.2 -0.2 -0.698
N -0.884196 -0.985886 -0.037036 -0.8 -0.4 0.3 -0.833
H 1.759435 0.103413 0.966611 0.3 -0.2 0.0 0.237
H 1.799202 -1.176920 -0.255198 -0.6 0.4 -0.2 0.221
H 1.800753 0.678449 -0.704904 -0.4 -1.9 1.0 0.257
H -0.502263 -1.916051 0.158471 -0.8 0.7 -0.2 0.399
H -1.893240 -0.753258 -0.073425 1.2 -1.0 0.2 0.393
```
Forces are in eV/Å.

SMILES: [H]/N=C(/C)N
Highest occupied orbital energy (Eh): -0.33444
Gap between HOMO and LUMO (eV): 10.03
Energy above the lowest of the compared OMol25 structures with the same formula, charge and spin (kJ/mol): 73.11
Energy (Eh): -189.301715

=====

Record 6
Entry from the Open Molecules 2025 dataset: an isolated molecule of C2H6N2 (ωB97M-V with the def2-TZVPD basis set).

XYZ file:
```
10
Properties=species:S:1:pos:R:3:forces:R:3:nbo_charge:R:1
C 0.182541 0.304491 -0.002111 -0.9 0.1 0.1 0.141
N -1.040156 -0.623559 -0.018046 -0.1 -0.1 -0.2 -0.858
N 1.480008 -0.215239 -0.078124 0.3 -0.1 -0.1 -0.846
C -0.377920 1.503763 0.132703 0.0 -0.4 0.3 -0.529
H 1.739713 -0.803725 0.704132 0.0 0.0 -0.1 0.364
H 1.669411 -0.701041 -0.946909 0.0 0.0 0.1 0.364
H -1.298393 -1.029880 -0.916192 0.3 -0.2 0.1 0.384
H -1.088360 -1.311575 0.732251 0.0 0.0 -0.2 0.384
H 0.286188 2.359153 0.254765 -0.1 0.1 -0.2 0.185
H -1.553033 0.517612 0.137532 0.6 0.6 0.1 0.411
```
Forces are in eV/Å.

Highest occupied orbital energy (Eh): -0.29428
Gap between HOMO and LUMO (eV): 8.69
Energy above the lowest of the compared OMol25 structures with the same formula, charge and spin (kJ/mol): 412.72
Energy (Eh): -189.172363

=====

Record 7
Entry from the Open Molecules 2025 dataset: an isolated molecule of C2H6N2 in a non-equilibrium geometry (ωB97M-V with the def2-TZVPD basis set).

XYZ file:
```
10
Properties=species:S:1:pos:R:3:forces:R:3:nbo_charge:R:1
N -0.185697 0.800950 -1.409265 -0.9 3.0 -0.8 -0.646
N 0.036714 -0.417214 -0.855242 -1.8 -3.0 2.7 -0.216
C 0.951108 -0.531322 0.253309 -0.9 -1.5 -0.7 -0.248
C -0.540927 -0.609349 0.616300 2.7 0.9 -0.1 -0.349
H -1.201741 0.871541 -1.607790 1.0 -0.2 -0.1 0.357
H 0.007954 1.667947 -0.839175 0.1 -1.3 -0.1 0.312
H 1.350311 0.404389 0.365523 1.5 2.1 1.1 0.174
H 1.681510 -1.387160 0.331957 -1.1 0.9 -0.4 0.206
H -0.819383 -1.600747 0.957655 -0.5 0.2 -0.5 0.212
H -0.813604 0.283480 1.258705 -0.2 -1.1 -1.3 0.197
```
Forces are in eV/Å.

SMILES: NN1CC1
Highest occupied orbital energy (Eh): -0.30942
Gap between HOMO and LUMO (eV): 9.61
Energy above the lowest of the compared OMol25 structures with the same formula, charge and spin (kJ/mol): 345.80
Energy (Eh): -189.197853

=====

Record 8
Entry from the Open Molecules 2025 dataset: an isolated molecule of C2H6N2 in a non-equilibrium geometry (ωB97M-V with the def2-TZVPD basis set).

XYZ file:
```
10
Properties=species:S:1:pos:R:3:forces:R:3:nbo_charge:R:1
H -2.239716 -0.786337 0.346063 0.3 -0.4 0.6 0.326
N -1.880580 0.074293 0.762229 0.0 0.2 -0.3 -0.606
C -0.618935 0.184567 0.718431 -1.0 1.6 -0.9 0.102
C 0.402360 -0.698436 0.178752 2.5 3.0 -1.1 -0.262
N 1.266272 0.552539 -0.825177 -0.8 -3.6 -0.3 -0.867
H -0.199540 1.215474 0.685583 -0.6 -0.5 1.7 0.162
H 1.245202 -0.864289 0.848055 -0.4 -0.3 0.1 0.230
H 0.031510 -1.600174 -0.309648 0.4 0.3 -0.5 0.209
H 1.135186 1.549877 -0.663097 -0.7 -0.5 0.8 0.359
H 0.858241 0.372487 -1.741191 0.2 0.2 0.0 0.347
```
Forces are in eV/Å.

SMILES: [H]/N=C\CN
Highest occupied orbital energy (Eh): -0.35147
Gap between HOMO and LUMO (eV): 10.43
Energy above the lowest of the compared OMol25 structures with the same formula, charge and spin (kJ/mol): 300.07
Energy (Eh): -189.215268

=====

Record 9
Entry from the Open Molecules 2025 dataset: a structure of composition C2H6N2 in a non-equilibrium geometry (ωB97M-V with the def2-TZVPD basis set).

XYZ file:
```
10
Properties=species:S:1:pos:R:3:forces:R:3:nbo_charge:R:1
C -1.688180 -0.228845 -0.031760 -3.2 -0.8 0.9 -0.423
C 1.840721 -0.014985 -0.043530 -0.3 0.5 0.7 -0.231
H -2.483708 0.300325 -0.969242 2.4 -1.9 2.9 0.197
H -2.282259 0.039854 1.189350 1.3 -1.3 -3.9 0.175
H -1.410505 -1.583484 -0.222769 -1.2 4.8 0.7 0.262
H -0.512817 1.492458 -0.006802 0.9 -0.6 -0.1 0.365
H 2.094433 1.081356 -0.095416 0.5 -1.2 0.1 0.149
H 2.549754 -0.882348 0.159158 -0.8 1.6 -0.7 0.203
N -0.438594 0.468726 0.040714 -1.1 -0.1 -0.7 -0.480
N 0.600002 -0.323751 0.016066 1.5 -1.0 0.2 -0.218
```
Forces are in eV/Å.

Highest occupied orbital energy (Eh): -0.30285
Gap between HOMO and LUMO (eV): 9.31
Energy above the lowest of the compared OMol25 structures with the same formula, charge and spin (kJ/mol): 489.70
Energy (Eh): -189.143043

=====

Record 10
Entry from the Open Molecules 2025 dataset: a cluster of 2 separate species, C2H6N2O in total in a non-equilibrium geometry (ωB97M-V with the def2-TZVPD basis set).

XYZ file:
```
11
Properties=species:S:1:pos:R:3:forces:R:3:mulliken_spin:R:1
O 0.341948 3.290336 2.306233 1.0 2.4 -2.8 0.112
C 0.014695 2.595431 3.230173 -1.0 -2.9 2.8 0.794
H -1.039571 2.115481 3.252728 1.1 0.3 0.4 -0.028
H 0.811851 2.214254 3.978075 -1.0 0.1 -0.5 -0.042
N 0.018790 -1.589119 -0.727550 -2.1 2.6 -2.9 0.379
C -0.030417 -1.765707 -2.177080 -0.4 2.0 3.3 0.097
N 0.210453 -0.694110 -2.798146 0.3 0.2 -1.6 0.002
H 0.450983 -2.247669 -0.146940 0.4 -0.5 1.0 -0.214
H -0.232161 -0.530918 -0.465896 1.4 -3.4 -0.3 -0.095
H -0.554920 -2.580470 -2.653524 0.4 -0.9 0.3 0.006
H 0.008344 -0.807511 -3.798078 0.0 0.1 0.3 -0.011
```
Forces are in eV/Å.

Total charge: -1
Highest occupied orbital energy (spin up / spin down) (Eh): 0.03928 / -0.13189
Spin multiplicity: 2
Gap between HOMO and LUMO (spin up / spin down) (eV): 2.31 / 6.86
Energy above the lowest of the compared OMol25 structures with the same formula, charge and spin (kJ/mol): 179.00
Energy (Eh): -264.440266